1.
78
Properties=species:S:1:pos:R:3:forces:R:3 method="wB97M-V/def2-TZVPD" homo_lumo_gap_ha="0.27909 / 0.19073" e_homo_ev="-13.094 / -14.085" spin_multiplicity=5 charge=+2 s2=6.0213 mol_weight_g_mol=838.905
Pt -0.5910 0.0136 0.7253 -0.12 -0.01 0.48
O -1.9852 1.3722 3.2405 -0.10 0.06 0.14
N -0.7278 1.3977 2.6748 0.06 -0.15 -0.22
C 0.1390 1.8968 3.4535 0.15 0.12 0.13
C 1.5700 2.1019 3.1792 0.03 -0.03 -0.12
C 2.2053 2.9490 4.0854 -0.07 0.05 0.09
C 3.5341 3.3160 3.9373 0.05 0.00 -0.03
C 4.2633 2.8390 2.8618 -0.04 0.01 0.04
C 3.6564 1.9828 1.9532 -0.02 0.00 0.02
C 2.3260 1.5971 2.1025 -0.09 -0.01 0.02
P 1.7731 0.3689 0.9023 -0.02 -0.09 -0.05
C 2.3857 -1.2376 1.4174 0.03 -0.01 -0.01
C 2.2337 -2.3308 0.5536 0.03 0.06 -0.01
C 2.7184 -3.5719 0.9263 -0.02 -0.01 -0.01
C 3.3334 -3.7360 2.1627 -0.03 0.02 0.04
C 3.4580 -2.6603 3.0334 -0.01 -0.05 -0.01
C 2.9840 -1.4102 2.6670 0.00 0.05 -0.02
C 2.4344 0.8243 -0.6984 -0.02 0.01 -0.06
C 1.8153 1.8928 -1.3525 0.05 -0.04 0.02
C 2.2771 2.3005 -2.5905 0.03 0.03 0.01
C 3.3507 1.6420 -3.1785 0.01 -0.01 0.03
C 3.9679 0.5818 -2.5282 0.01 0.00 -0.03
C 3.5137 0.1646 -1.2851 -0.06 0.06 0.03
H -2.6028 1.2156 2.5128 0.04 0.00 -0.04
H -0.2203 2.2736 4.4101 -0.01 -0.01 -0.01
H 1.6380 3.3439 4.9201 0.02 -0.01 -0.02
H 3.9908 3.9799 4.6593 -0.01 -0.01 -0.02
H 5.2980 3.1237 2.7262 -0.01 0.00 0.01
H 4.2316 1.6048 1.1167 0.00 0.01 0.01
H 1.7663 -2.2005 -0.4166 0.01 0.00 0.01
H 2.6239 -4.4128 0.2519 0.00 0.01 0.00
H 3.7176 -4.7067 2.4477 0.00 0.02 0.00
H 3.9392 -2.7924 3.9933 -0.01 0.01 -0.01
H 3.1043 -0.5677 3.3373 0.00 -0.04 0.00
H 0.9739 2.3994 -0.8902 0.01 0.02 -0.04
H 1.7962 3.1250 -3.1019 0.05 -0.04 0.04
H 3.7120 1.9615 -4.1474 0.00 -0.01 0.01
H 4.8082 0.0792 -2.9888 -0.01 0.00 0.02
H 4.0026 -0.6554 -0.7761 0.00 -0.04 0.00
S -0.7666 -1.0895 -1.4858 -0.08 0.07 0.04
P -1.8890 0.5146 -2.0610 0.06 -0.17 -0.18
S -2.0148 1.6436 -0.3379 0.11 -0.04 0.13
C -1.0679 1.4544 -3.3478 -0.07 0.01 0.15
C -1.1592 2.8451 -3.3731 0.05 -0.01 -0.14
C -0.5832 3.5422 -4.4271 -0.08 -0.02 0.04
C 0.0671 2.8530 -5.4431 -0.02 0.02 0.01
C 0.1572 1.4669 -5.4090 0.02 -0.03 -0.01
C -0.4071 0.7600 -4.3592 0.02 0.03 -0.02
C -3.5118 0.0444 -2.6226 0.08 0.06 -0.02
C -3.9902 0.4990 -3.8508 -0.11 -0.07 0.07
C -5.2666 0.1302 -4.2544 0.04 0.01 0.01
C -6.0453 -0.6785 -3.4404 -0.02 0.01 -0.04
C -5.5625 -1.1290 -2.2155 0.05 -0.01 0.06
C -4.2937 -0.7701 -1.8006 -0.10 0.00 -0.10
H -1.6741 3.3812 -2.5858 -0.01 0.01 0.00
H -0.6521 4.6216 -4.4575 0.00 -0.01 -0.01
H 0.5032 3.4007 -6.2684 0.00 -0.01 0.01
H 0.6655 0.9343 -6.2018 0.00 0.01 0.00
H -0.3299 -0.3205 -4.3261 0.00 0.02 -0.01
H -3.3807 1.1284 -4.4848 0.00 0.00 -0.01
H -5.6487 0.4760 -5.2053 0.00 -0.01 0.01
H -7.0383 -0.9652 -3.7619 0.02 0.01 0.01
H -6.1781 -1.7608 -1.5893 0.00 0.01 -0.01
H -3.9062 -1.1210 -0.8511 0.00 -0.01 0.01
C -0.6199 -3.9687 2.7816 0.09 -0.06 -0.22
Si -1.9785 -2.7193 2.7499 0.31 -0.08 0.51
C -2.2691 -2.0060 4.4619 -0.18 0.03 -0.02
C -3.5143 -3.2739 1.9056 -0.39 -0.12 -0.15
O -1.4619 -1.3165 1.9654 0.14 0.27 -0.68
H -0.9157 -4.8179 3.4030 0.00 0.02 -0.01
H 0.3048 -3.5548 3.1879 -0.01 0.02 0.00
H -0.4193 -4.3467 1.7756 0.03 -0.02 0.06
H -2.6366 -2.8533 5.0513 -0.03 0.08 0.03
H -3.0275 -1.2235 4.4300 0.02 -0.05 0.09
H -1.3639 -1.6223 4.9312 0.01 -0.03 -0.10
H -3.8766 -4.1912 2.3816 0.03 0.07 0.03
H -3.3608 -3.5104 0.8499 0.08 0.07 0.05
H -4.3023 -2.5224 1.9883 0.01 -0.03 -0.02



2.
16
Properties=species:S:1:pos:R:3:forces:R:3 method="wB97M-V/def2-TZVPD" homo_lumo_gap_ha=0.37826 smiles="NC(=O)CCO.O" e_homo_ev=-9.893 charge=0 mol_weight_g_mol=107.109
N -0.1805 1.2555 -0.9749 -0.63 0.05 -1.01
C 0.3844 1.3493 0.2611 -0.12 -0.66 0.06
O 0.7885 2.3960 0.7075 -0.16 0.50 0.12
C 0.5287 0.0570 1.0417 1.39 -0.47 -0.75
C -0.7163 -0.8051 1.1730 -0.29 1.22 0.02
O -0.5365 -2.0213 1.8558 0.04 0.03 0.00
H -0.5437 2.0734 -1.4068 0.28 1.04 0.11
H -0.3902 0.4872 -1.5933 0.20 -0.81 0.93
H 1.3413 -0.4655 0.4992 -0.34 -0.26 0.03
H 1.0108 0.3256 1.9804 -0.44 0.02 0.27
H -1.4120 -0.1596 1.7200 -0.33 -0.35 0.09
H -1.1553 -0.9886 0.1951 0.01 -0.13 -0.15
H 0.3977 -2.0974 2.0351 0.33 -0.27 0.19
O -0.1986 -1.3326 -3.1703 -0.24 0.09 0.09
H 0.7246 -1.1329 -3.0200 0.35 0.00 -0.03
H -0.2005 -2.0304 -3.8317 -0.05 0.00 0.00



3.
44
Properties=species:S:1:pos:R:3:forces:R:3 method="wB97M-V/def2-TZVPD" homo_lumo_gap_ha="0.21318 / 0.23135" e_homo_ev="-5.910 / -7.252" spin_multiplicity=5 charge=0 s2=6.0534 mol_weight_g_mol=507.252
Rh 1.0427 0.7399 0.1788 0.05 -0.23 0.54
N 0.5499 -1.6676 1.1524 2.06 0.03 2.50
C -1.2026 -1.0825 -0.6889 -0.20 -0.61 -0.17
C -2.4908 -0.8694 -1.1113 -0.07 0.30 -0.49
C -2.6972 -0.4554 -2.4308 0.09 -0.11 0.46
C -1.5931 -0.2768 -3.2501 0.16 -0.01 0.03
C -0.3078 -0.5571 -2.7961 -0.22 0.22 -0.15
C -0.0693 -1.0041 -1.4945 0.21 -0.37 -0.37
C 1.2898 -1.4863 -1.0964 0.67 -0.01 -0.15
C 2.2824 -1.7253 -2.0456 0.20 0.10 -0.24
C 3.5338 -2.1923 -1.6849 -0.16 0.07 -0.05
C 3.8146 -2.4541 -0.3475 0.03 0.04 0.18
C 2.8529 -2.2754 0.6265 0.22 0.26 0.19
C 1.6028 -1.7759 0.2639 -2.86 -0.71 -1.36
H -0.8524 -0.1855 1.3262 -0.27 -0.53 -0.11
H -1.2488 -2.8774 0.7858 0.33 0.27 0.51
H -3.3167 -1.0062 -0.4217 0.01 0.05 0.03
H -3.7004 -0.2712 -2.7887 0.01 0.03 -0.05
H -1.7196 0.0704 -4.2670 -0.04 -0.01 0.00
H 0.5235 -0.4282 -3.4742 -0.02 0.02 -0.03
H 2.0935 -1.5477 -3.0956 -0.03 -0.03 0.02
H 4.2819 -2.3600 -2.4470 0.02 -0.01 0.01
H 4.7914 -2.8243 -0.0634 0.00 0.00 0.00
H 3.0448 -2.4882 1.6686 -0.04 -0.05 0.00
N 2.2261 3.3064 1.1910 -0.18 -0.04 -0.05
C 2.0741 2.7635 -0.0637 0.67 0.79 -0.20
N 1.3631 3.5268 -0.9454 0.03 -0.02 0.07
S 3.1260 1.5447 -0.6299 0.04 0.07 -0.14
H 1.4197 3.8005 1.5508 -0.01 -0.03 0.02
H 2.6048 2.6587 1.8672 -0.05 -0.01 0.03
H 1.0116 4.4231 -0.6571 -0.02 -0.01 0.00
H 1.5278 3.3782 -1.9239 -0.04 -0.04 0.00
Cl -1.0251 -1.5282 1.0744 -1.27 0.98 -1.01
C -2.0787 -1.5492 2.2520 -0.23 -1.35 -0.04
C -3.2784 -0.9702 2.8033 1.02 0.49 -0.27
C -3.6212 0.3608 2.8328 -0.09 0.10 0.15
C -2.9589 1.4987 2.3453 -0.24 0.11 0.06
C -1.6300 1.7036 1.9444 0.00 -0.12 -0.32
Cl -1.4287 2.4481 0.2929 0.19 0.12 0.13
C -0.3801 1.3236 2.3881 -0.10 0.27 0.17
N 0.7502 1.0873 2.6056 0.09 0.16 0.12
H -3.9786 -1.6867 3.2114 0.04 -0.10 -0.05
H -4.6182 0.5633 3.2123 0.01 -0.05 0.04
H -3.6113 2.3476 2.1498 0.00 -0.03 -0.01



4.
67
Properties=species:S:1:pos:R:3:forces:R:3 method="wB97M-V/def2-TZVPD" homo_lumo_gap_ha="0.20245 / 0.19280" e_homo_ev="-10.653 / -10.649" spin_multiplicity=2 charge=+1 s2=0.7900 mol_weight_g_mol=762.752
V 0.2477 -1.6089 2.8076 0.40 1.31 -3.55
S 3.4583 -3.7598 1.1088 -0.21 -0.13 1.99
Sb 2.5172 -3.7471 3.2088 0.47 -0.59 -1.83
S 1.7920 -1.3407 4.1866 -0.55 -0.19 -0.36
S 0.1911 -3.6792 2.0594 0.70 1.78 0.92
Cl -7.3149 -3.2507 2.7498 0.21 0.76 1.42
C -5.7057 -3.1072 2.1530 -0.76 -0.09 0.65
C -4.5525 -2.5345 2.8103 -1.96 -0.31 0.03
C -3.3864 -2.4369 2.1400 -0.62 -0.77 1.19
Cl -2.0789 -1.8244 3.2508 -1.45 0.20 -0.32
C -3.2944 -3.0508 0.8309 1.85 1.11 -0.75
O -2.2699 -2.8873 0.1502 -0.55 -0.46 0.20
C -4.4897 -3.7513 0.3184 1.23 0.15 -0.52
Cl -4.2377 -4.5380 -1.1499 -0.08 -0.22 -0.41
C -5.6943 -3.7431 0.9404 1.59 -0.08 -0.68
H -4.6827 -2.2413 3.8374 0.04 0.27 0.14
H -6.5412 -4.2589 0.5290 -0.19 0.05 -0.04
N 0.2621 -0.2182 1.6423 -1.30 -3.18 4.05
P 0.6552 0.5718 0.3523 0.40 1.63 -3.92
N 1.6720 -0.4490 -0.4429 -0.28 1.04 0.14
C 1.1666 -1.7522 -0.8969 1.40 -0.69 -0.20
C 1.8542 -2.0580 -2.2478 -0.29 -0.10 -0.01
C 3.3708 -2.0422 -1.9942 0.41 0.83 -2.20
C 3.8565 -0.6928 -1.4525 0.14 0.32 0.65
C 3.1164 -0.4320 -0.1243 0.52 -0.51 -0.21
N -0.6162 1.0426 -0.7235 1.19 -0.79 0.65
C -1.9095 1.1846 -0.1118 -0.94 0.47 1.36
C -2.9611 1.9635 -0.9116 -0.63 0.28 -0.41
C -3.3230 1.2237 -2.2285 1.48 -0.74 0.25
C -2.0307 0.4385 -2.6903 0.01 -0.94 -0.14
C -0.7054 1.0858 -2.1888 0.15 0.19 -0.90
N 1.4322 2.0009 0.6351 -0.79 -0.69 -0.26
C 1.6742 2.5926 1.9347 0.19 0.38 0.90
C 1.8981 4.1099 1.7922 0.14 -0.34 0.05
C 3.1743 4.2820 0.9411 0.15 0.85 1.13
C 3.1032 3.4673 -0.3357 0.64 -0.86 -0.07
C 1.6984 2.8861 -0.4987 0.66 0.18 -1.15
H 0.0822 -1.7966 -0.9310 -0.12 0.15 0.07
H 1.5802 -2.5020 -0.1687 -0.83 0.44 -0.58
H 1.5885 -1.2908 -3.0148 0.16 -0.42 0.56
H 1.5169 -3.0364 -2.6609 0.26 0.55 0.44
H 3.8991 -2.3086 -2.9450 -0.33 0.31 0.68
H 3.6771 -2.7693 -1.2798 -0.05 -0.77 0.52
H 3.6954 0.1975 -2.0789 -0.31 -0.48 -0.29
H 4.9428 -0.6847 -1.2831 -0.22 -0.31 0.11
H 3.4038 0.5555 0.2598 -0.23 -0.37 0.11
H 3.3791 -1.2528 0.6162 -0.43 1.08 -0.70
H -1.8047 1.7073 0.8661 -0.03 -0.46 -0.35
H -2.3065 0.1813 0.0605 -0.34 -0.08 0.34
H -2.6280 2.9874 -1.1607 0.02 -0.40 0.34
H -3.8754 2.0586 -0.2709 0.81 0.02 -0.46
H -3.5808 1.8866 -3.0421 -0.39 0.38 0.08
H -4.1514 0.5228 -2.0370 0.32 0.21 -0.29
H -1.9670 0.2668 -3.7945 -0.18 0.54 0.80
H -2.0935 -0.5950 -2.2956 0.18 0.39 0.03
H -0.7273 2.1598 -2.5246 0.23 -0.77 0.31
H 0.1904 0.6184 -2.6646 -0.71 0.23 0.48
H 2.6116 2.1745 2.3623 -0.53 0.10 0.08
H 0.8320 2.4087 2.6235 0.38 -0.14 -0.23
H 2.0334 4.4745 2.8195 0.06 0.20 -0.38
H 1.0333 4.6304 1.3538 0.17 -0.26 0.25
H 3.9649 3.8976 1.6148 0.02 0.42 -0.58
H 3.3730 5.3449 0.7080 -0.06 -0.47 0.34
H 3.8434 2.6530 -0.2753 -0.42 -0.08 0.05
H 3.4646 3.9979 -1.2154 -0.50 0.36 -0.06
H 1.6903 2.3386 -1.4585 -0.33 0.04 0.55
H 0.9862 3.7287 -0.5648 -0.01 -0.57 -0.03



5.
30
Properties=species:S:1:pos:R:3:forces:R:3 method="wB97M-V/def2-TZVPD" homo_lumo_gap_ha="0.15737 / 0.23487" e_homo_ev="-4.485 / -8.060" spin_multiplicity=5 charge=0 s2=6.0532 mol_weight_g_mol=280.153
C -0.9886 0.3950 -3.6209 -0.96 1.89 0.44
C -1.7664 1.5552 -3.2855 0.77 -1.58 1.02
C -0.8813 2.4321 -2.5825 -1.20 0.95 -2.28
C 0.4588 2.0937 -2.9542 1.04 -3.03 0.28
C 0.4210 0.7467 -3.4246 0.29 2.47 0.95
Co 0.5246 -1.9229 -0.5241 0.26 -0.29 0.07
P -0.1831 -3.7845 -1.4374 -0.83 -0.25 -1.41
H -1.3705 -0.5819 -3.9112 0.09 0.36 -0.15
H -2.8431 1.6750 -3.3778 0.30 -0.25 0.27
H -1.1816 3.3667 -2.0797 0.19 -0.70 -0.23
H 1.2725 0.0812 -3.5335 -0.16 0.25 -0.32
H 1.3433 2.7080 -2.7684 -0.33 -0.47 0.11
H 0.6849 -4.3044 -2.4780 -0.76 -0.04 0.61
H -1.3682 -3.4070 -2.2515 1.11 -0.81 0.72
H -0.6441 -4.9858 -0.7728 0.32 0.75 -0.57
N 2.1780 1.1722 4.3239 0.09 0.07 0.12
C 2.0404 1.1392 2.9646 -0.70 0.10 -0.49
O 2.9144 1.5481 2.2039 -0.22 -0.08 0.59
C 0.7608 0.5340 2.4523 1.55 0.30 -2.31
C -0.3157 0.0779 3.2370 -0.72 -0.57 1.37
C -1.4102 -0.5711 2.6506 0.28 -0.07 -1.52
C -1.3579 -0.8799 1.2806 -0.27 0.36 2.01
N -0.2126 -0.6045 0.5727 1.14 1.48 -0.97
C 0.7494 0.2644 1.0766 -1.23 -0.50 1.54
H 3.0006 1.6054 4.7011 0.12 0.00 -0.06
H 1.4913 0.8311 4.9774 0.06 0.05 -0.38
H -0.2988 0.2445 4.3172 -0.20 -0.05 -0.37
H -2.2960 -0.8215 3.2199 0.03 0.05 0.04
H -2.1626 -1.2880 0.6859 -0.17 -0.13 0.31
H 1.4408 0.6812 0.3382 0.11 -0.28 0.62



- Look up the charge of the second one.
  0



Repeat the second record exactly.
16
Properties=species:S:1:pos:R:3:forces:R:3 method="wB97M-V/def2-TZVPD" homo_lumo_gap_ha=0.37826 smiles="NC(=O)CCO.O" e_homo_ev=-9.893 charge=0 mol_weight_g_mol=107.109
N -0.1805 1.2555 -0.9749 -0.63 0.05 -1.01
C 0.3844 1.3493 0.2611 -0.12 -0.66 0.06
O 0.7885 2.3960 0.7075 -0.16 0.50 0.12
C 0.5287 0.0570 1.0417 1.39 -0.47 -0.75
C -0.7163 -0.8051 1.1730 -0.29 1.22 0.02
O -0.5365 -2.0213 1.8558 0.04 0.03 0.00
H -0.5437 2.0734 -1.4068 0.28 1.04 0.11
H -0.3902 0.4872 -1.5933 0.20 -0.81 0.93
H 1.3413 -0.4655 0.4992 -0.34 -0.26 0.03
H 1.0108 0.3256 1.9804 -0.44 0.02 0.27
H -1.4120 -0.1596 1.7200 -0.33 -0.35 0.09
H -1.1553 -0.9886 0.1951 0.01 -0.13 -0.15
H 0.3977 -2.0974 2.0351 0.33 -0.27 0.19
O -0.1986 -1.3326 -3.1703 -0.24 0.09 0.09
H 0.7246 -1.1329 -3.0200 0.35 0.00 -0.03
H -0.2005 -2.0304 -3.8317 -0.05 0.00 0.00